P.
10
Properties=species:S:1:pos:R:3 method="wB97M-V/def2-TZVPD" homo_energy_ev="-8.77 / -8.54" multiplicity=1 molar_mass_g_mol=114.0 charge=0 homo_lumo_gap_ev="8.110 / 7.830"
C -0.461 1.336 -0.120
C 0.612 0.231 -0.055
C 0.172 -0.667 -1.236
C 0.104 -0.741 1.033
P -2.078 0.846 -0.060
P -1.277 -1.257 -0.047
H -0.276 2.414 0.136
H 1.594 0.569 -0.085
H 0.780 -1.458 -1.249
H 0.830 -1.274 1.682

---

Q.
10
Properties=species:S:1:pos:R:3 method="wB97M-V/def2-TZVPD" smiles="[H]/P=c1/cc/c1=P/[H]" homo_energy_ev=-8.60 multiplicity=1 molar_mass_g_mol=114.0 charge=0 homo_lumo_gap_ev=7.509
C -0.892 1.248 0.062
C 0.378 1.632 0.082
C -0.728 -0.191 0.140
C 0.681 -0.143 0.241
P -1.844 -1.482 0.112
P 2.204 -0.852 0.100
H -1.654 1.982 -0.078
H 0.993 2.474 -0.148
H -0.884 -2.468 -0.245
H 1.747 -2.199 -0.268

---

Stability comparison, relative energies in eV: P 0.700; Q 0.000

---

P.
4
Properties=species:S:1:pos:R:3 method="wB97M-V/def2-TZVPD" smiles=OO homo_energy_ev=-10.91 multiplicity=1 molar_mass_g_mol=34.0 charge=0 homo_lumo_gap_ev=12.120
H -0.475 0.854 0.416
H 0.989 -0.534 -0.326
O -0.318 0.128 0.648
O 0.254 -0.168 -0.660

---

Q.
4
Properties=species:S:1:pos:R:3 method="wB97M-V/def2-TZVPD" smiles=OO homo_energy_ev=-9.62 multiplicity=1 molar_mass_g_mol=34.0 charge=0 homo_lumo_gap_ev=10.351
O -0.692 0.028 -0.023
O 0.673 -0.020 -0.166
H -0.925 0.727 -0.583
H 0.944 -0.735 0.772

---

Stability comparison, relative energies in eV: P 0.648; Q 0.000